# C6H8F3O3S4SbTa

A structure of composition C6H8F3O3S4SbTa at a distorted geometry (ωB97M-V/def2-TZVPD, the Open Molecules 2025 dataset).

As for the HOMO-LUMO gap: 6.5 eV. As for the net charge: +1. As for the energy above the lowest of the compared OMol25 structures with the same formula, charge and spin: 2.004 eV. For the maximum force, the calculation gives 4.403 eV Å⁻¹. Its calculated total energy is -2648.5475 hartree. Its LUMO energy is -6.087 eV.

XYZ file:
```
26
Properties=species:S:1:pos:R:3:forces:R:3
Ta 1.011 0.949 -0.979 -1.78 2.27 3.33
S 2.437 4.003 -2.771 -0.87 -0.20 1.08
Sb 0.949 4.165 -1.062 -0.16 0.64 0.07
S 1.910 2.365 0.611 -0.51 -1.65 -1.82
S -0.693 2.266 -1.766 1.21 -1.08 0.19
S -0.314 5.381 0.345 0.74 -0.44 -0.83
C -1.205 -0.699 3.011 0.13 0.00 -0.37
C -1.846 -1.630 1.986 0.21 0.21 -0.17
C -0.846 -1.564 0.838 -0.23 -0.82 -0.21
O -0.348 -0.199 0.836 1.15 0.65 -1.40
C -0.650 0.414 2.128 -0.03 0.65 0.65
H -0.404 -1.212 3.540 0.03 0.04 0.03
H -1.920 -0.320 3.737 0.03 0.08 0.01
H -2.813 -1.239 1.671 -0.03 -0.05 -0.04
H -1.977 -2.643 2.357 0.01 -0.04 -0.07
H -1.299 -1.765 -0.135 0.13 0.04 0.14
H 0.003 -2.238 1.009 -0.15 0.12 -0.08
H -1.393 1.199 1.947 0.19 -0.09 -0.01
H 0.269 0.853 2.527 -0.19 -0.03 -0.17
F -0.176 -1.168 -2.191 0.21 0.07 0.20
C 0.796 -1.149 -3.190 -0.02 0.29 -0.22
F 0.444 -1.974 -4.126 0.36 0.13 0.31
F 0.737 0.141 -3.634 0.04 -0.52 -0.30
C 2.173 -1.336 -2.439 -1.14 -2.32 -2.30
O 2.828 -2.317 -2.531 0.09 0.44 0.19
O 2.326 -0.281 -1.716 0.59 1.60 1.79
```
Positions in Å, forces in eV/Å.

# H26O13

A cluster of 13 separate species, H26O13 in total at a distorted geometry (ωB97M-V/def2-TZVPD, the Open Molecules 2025 dataset).

As for the HOMO-LUMO gap: 9.3 eV. As for the energy above the lowest of the compared OMol25 structures with the same formula, charge and spin: 7.189 eV. For the maximum force, the calculation gives 5.157 eV Å⁻¹. Its calculated total energy is -993.5090 hartree. Its LUMO energy is -0.871 eV.

XYZ file:
```
39
Properties=species:S:1:pos:R:3:forces:R:3
H 0.380 0.709 0.544 2.19 0.16 3.52
H 0.601 0.615 -0.995 -0.68 0.35 1.83
H 3.674 2.336 -1.337 3.54 -0.07 3.11
H 3.368 2.303 -2.728 -0.23 -0.03 -0.54
H -2.891 -3.841 -0.366 0.11 2.80 0.29
H -2.222 -2.986 0.692 -0.44 0.55 -0.71
H -1.771 -0.510 4.267 -0.14 -0.09 -0.16
H -1.887 -0.674 2.746 -0.86 -0.05 -0.66
H 1.939 -0.085 3.192 2.17 1.10 1.43
H 1.486 -0.652 1.917 -0.58 -0.06 1.13
H -2.117 -1.024 -3.763 0.82 0.17 0.44
H -2.575 -2.578 -3.784 -0.23 2.77 -0.51
H -2.155 1.013 2.723 0.56 -0.69 1.66
H -2.275 1.528 1.423 -0.59 1.25 0.14
H 2.469 2.731 0.652 -0.86 2.24 -1.89
H 2.074 3.773 -0.567 0.24 -0.84 -0.32
H 4.814 -2.355 -2.746 -1.75 2.21 1.00
H 3.509 -1.451 -2.247 -0.16 -0.75 -0.21
H -3.776 -0.068 1.038 -0.81 -0.02 0.09
H -4.527 -1.398 1.107 -0.05 0.05 -0.15
H 1.914 -2.950 -3.011 -0.52 1.63 -0.61
H 1.957 -4.026 -1.983 0.74 0.04 -2.40
H -1.347 1.184 -1.157 -2.24 0.71 1.53
H -2.525 0.298 -0.951 -0.49 0.43 0.27
H 1.962 3.647 3.179 0.17 0.38 1.78
H 1.574 2.774 2.054 0.79 2.54 0.56
O -0.056 0.722 -0.242 0.86 -0.99 -4.99
O 2.953 2.355 -1.866 -3.10 -0.16 -2.98
O -2.744 -2.843 -0.133 0.35 -3.31 0.51
O -1.336 -0.870 3.485 0.42 -0.31 0.95
O 1.172 -0.446 2.834 -1.04 -0.96 -2.77
O -2.798 -1.614 -4.047 -0.60 -2.93 0.06
O -2.540 1.781 2.344 0.21 -0.11 -2.03
O 1.884 3.497 0.333 0.42 -1.60 -3.46
O 4.452 -1.464 -2.390 1.94 -1.39 -0.76
O -4.662 -0.448 1.205 0.80 -0.03 -0.01
O 2.206 -3.836 -2.958 -0.27 -1.71 2.99
O -2.256 1.203 -0.707 0.28 -0.70 -1.88
O 2.071 3.650 2.242 -0.99 -2.57 3.79
```
Positions in Å, forces in eV/Å.

# C7H17N5OS

The ion C7H17N5OS with charge +2 at a distorted geometry (ωB97M-V/def2-TZVPD, the Open Molecules 2025 dataset).

As for the HOMO-LUMO gap (spin up / spin down): 6.9 / 7.0 eV. As for the net charge: +2. As for the energy above the lowest of the compared OMol25 structures with the same formula, charge and spin: 0.415 eV. For the maximum force, the calculation gives 4.696 eV Å⁻¹. Its calculated total energy is -1023.3080 hartree. Its LUMO energy (spin up / spin down) is -9.706 / -9.680 eV.

XYZ file:
```
31
Properties=species:S:1:pos:R:3:forces:R:3
C 0.475 -0.668 -1.229 0.16 2.77 1.97
C 1.742 -0.968 0.941 -0.67 0.72 -1.06
C -0.194 0.593 -0.850 0.77 -0.48 2.35
C -2.601 0.457 -0.972 0.78 0.75 -1.94
C -1.657 2.113 0.545 -0.09 1.26 -0.65
C -1.314 -0.235 1.182 -1.35 -1.22 0.42
C -1.405 0.754 0.041 0.20 -1.62 -2.14
N 1.897 0.256 1.195 0.86 2.73 1.35
N 1.178 -1.355 -0.295 -0.60 -2.97 -3.22
N 2.165 -1.929 1.734 -0.08 0.67 1.23
N 1.458 1.319 0.438 -4.67 -0.30 -0.33
N 1.647 -2.532 -0.928 1.84 -1.28 -0.70
O 0.533 -0.843 -2.502 0.79 -1.30 1.04
S 2.662 2.172 -0.423 -0.10 0.80 -0.44
H -0.139 1.179 -1.699 0.07 1.84 -1.49
H -3.534 0.542 -0.454 -0.55 0.69 0.42
H -2.629 -0.572 -1.259 0.40 -0.85 -0.42
H -2.609 1.094 -1.992 0.11 -1.18 2.61
H -2.626 2.119 0.976 -0.86 -0.26 0.99
H -0.960 2.355 1.322 0.36 0.83 0.56
H -1.827 2.874 -0.220 0.86 0.10 -0.11
H -0.408 -0.825 1.338 -0.50 0.25 -0.32
H -2.172 -0.918 1.140 0.35 -0.21 -0.15
H -1.500 0.259 2.102 0.07 0.64 0.98
H 2.225 -1.725 2.728 0.39 0.12 -0.23
H 2.092 -2.876 1.499 -0.19 -1.32 -0.44
H 0.695 2.037 0.924 2.49 -2.59 -0.95
H 2.671 -2.672 -0.980 -0.66 0.75 0.31
H 1.239 -3.473 -0.795 -0.63 1.20 0.59
H 1.193 -1.585 -2.611 -0.42 -0.11 -0.47
H 1.702 3.051 -0.895 0.86 -0.42 0.25
```
Positions in Å, forces in eV/Å.

# C3H7N2P

An isolated molecule of C3H7N2P at a distorted geometry (ωB97M-V/def2-TZVPD, the Open Molecules 2025 dataset).

As for the HOMO-LUMO gap: 9.4 eV. Its SMILES is P[C@H]1CCN=N1. As for the energy above the lowest of the compared OMol25 structures with the same formula, charge and spin: 1.077 eV. For the maximum force, the calculation gives 4.105 eV Å⁻¹. Its calculated total energy is -569.2520 hartree. Its LUMO energy is 0.252 eV.

XYZ file:
```
13
Properties=species:S:1:pos:R:3:forces:R:3
P -2.118 -0.255 -0.714 3.12 1.47 -2.22
C -0.193 -0.665 0.210 -2.48 -1.48 -2.56
C 0.877 0.323 -0.038 1.75 2.42 -0.38
C 0.910 0.981 1.454 0.90 0.13 -2.79
N 0.146 0.095 2.269 -1.20 -1.15 -0.06
N -0.455 -0.764 1.584 -0.12 0.72 2.43
H -2.915 -0.890 0.084 -1.71 -1.74 2.34
H -2.389 -1.230 -1.819 0.91 0.64 1.15
H -0.074 -1.696 -0.092 0.42 -0.11 -0.50
H 0.618 1.139 -0.860 0.58 -1.79 1.75
H 1.938 -0.086 -0.254 -1.96 0.31 0.08
H 1.947 1.025 1.835 -0.69 0.53 -0.10
H 0.384 1.935 1.316 0.47 0.06 0.86
```
Positions in Å, forces in eV/Å.

# C2H4F2N3O4

A cluster of 3 separate species, C2H4F2N3O4 in total at a distorted geometry (ωB97M-V/def2-TZVPD, the Open Molecules 2025 dataset).

As for the HOMO-LUMO gap: 8.5 eV. As for the net charge: -1. For the maximum force, the calculation gives 4.107 eV Å⁻¹. Its calculated total energy is -743.4189 hartree. Its LUMO energy is 3.091 eV.

XYZ file:
```
15
Properties=species:S:1:pos:R:3:forces:R:3
C -0.344 -0.118 -0.063 1.58 0.15 -1.16
H 0.819 0.836 1.481 -0.06 -0.41 -0.12
C 0.706 -0.163 1.033 -0.76 -0.03 1.25
H 0.417 -0.907 1.779 0.33 0.19 -0.04
N -1.738 -0.652 0.501 -0.85 -0.41 -0.41
O -1.745 -1.688 1.130 0.06 -0.31 0.63
O -2.728 -0.041 0.174 0.11 0.08 0.26
N -0.427 1.027 -0.715 -0.59 1.10 -1.41
H -0.179 1.852 -0.128 -0.08 -1.17 -0.97
H -0.929 1.339 -2.258 0.40 1.28 -2.03
N 2.069 -0.554 0.567 -0.03 -0.38 -0.49
O 2.607 -1.443 1.200 0.13 -0.07 0.19
O 2.562 0.006 -0.382 -0.08 0.22 0.14
F -0.062 -1.315 -0.874 -0.32 1.32 0.37
F -1.025 1.820 -3.445 0.17 -1.58 3.79
```
Positions in Å, forces in eV/Å.

# C20H22BN10OPt

A structure of composition C20H22BN10OPt at a distorted geometry (ωB97M-V/def2-TZVPD, the Open Molecules 2025 dataset).

As for the HOMO-LUMO gap (spin up / spin down): 7.5 / 7.2 eV. As for the energy above the lowest of the compared OMol25 structures with the same formula, charge and spin: 0.270 eV. Its expectation value of S² is 0.792. For the maximum force, the calculation gives 1.255 eV Å⁻¹. The spin multiplicity is 2. Its calculated total energy is -1542.3946 hartree. Its LUMO energy (spin up / spin down) is 0.429 / -0.505 eV.

XYZ file:
```
55
Properties=species:S:1:pos:R:3:forces:R:3
Pt -0.094 -1.139 0.952 0.54 -1.08 0.35
C 1.338 -0.889 -2.935 0.13 0.09 0.07
C 0.945 -1.641 -1.834 0.32 -0.21 -0.03
N 0.953 -0.886 -0.740 -0.68 0.54 -0.39
N 1.323 0.359 -1.109 0.11 0.10 0.14
C 1.568 0.378 -2.426 0.05 -0.15 -0.06
B 1.406 1.578 -0.120 -0.04 0.00 0.05
N 1.909 1.052 1.271 0.02 0.00 -0.10
C 2.726 1.686 2.133 -0.10 0.07 -0.01
C 2.729 1.000 3.327 0.02 -0.02 0.03
C 1.861 -0.073 3.116 0.08 -0.09 -0.02
N 1.384 -0.033 1.882 -0.11 0.15 -0.03
N 0.018 2.207 0.037 0.12 0.09 0.04
C -0.502 3.431 -0.221 -0.01 0.02 -0.01
C -1.826 3.409 0.150 -0.01 -0.02 0.01
C -2.033 2.106 0.635 0.04 0.07 -0.03
N -0.921 1.397 0.568 -0.22 0.15 0.02
N 2.464 2.527 -0.673 0.13 -0.17 -0.06
C 3.785 2.220 -0.769 -0.02 0.03 -0.02
C 4.388 3.176 -1.544 -0.01 0.01 0.00
C 3.334 4.037 -1.903 0.00 0.00 0.00
N 2.184 3.638 -1.392 0.00 0.01 0.00
H 1.456 -1.221 -3.951 0.00 0.00 -0.01
H 0.679 -2.682 -1.762 -0.09 0.02 -0.01
H 1.909 1.281 -2.906 0.00 0.01 0.01
H 3.234 2.589 1.843 0.00 0.01 0.00
H 3.283 1.238 4.217 0.00 0.00 0.00
H 1.555 -0.868 3.774 -0.01 0.00 0.01
H 0.105 4.202 -0.658 -0.02 -0.02 0.01
H -2.535 4.216 0.077 0.00 0.00 0.00
H -2.932 1.654 1.022 0.00 0.01 0.01
H 4.187 1.343 -0.291 0.01 -0.01 0.01
H 5.429 3.246 -1.809 0.00 0.00 0.00
H 3.366 4.928 -2.510 0.00 0.01 0.00
N -1.524 -2.188 0.132 0.20 -0.12 -0.19
C -2.085 -1.981 -1.070 -0.14 0.10 -0.09
C -2.955 -2.985 -1.579 -0.02 -0.02 0.04
C -3.575 -2.855 -2.802 0.00 0.01 -0.03
C -3.380 -1.705 -3.568 0.02 0.00 0.04
C -2.552 -0.693 -3.086 -0.03 -0.01 -0.01
C -1.911 -0.821 -1.872 0.05 0.12 0.04
H -3.103 -3.872 -0.975 -0.01 -0.01 -0.01
H -4.219 -3.644 -3.167 0.00 0.00 0.00
H -3.874 -1.597 -4.524 0.00 0.00 0.00
H -2.406 0.207 -3.670 0.00 0.00 0.00
H -1.285 -0.017 -1.505 -0.10 -0.04 0.01
C -1.603 -3.015 4.679 0.01 0.00 0.01
C -1.475 -2.709 3.213 -0.07 -0.06 0.05
N -2.216 -3.367 2.347 -0.07 -0.21 0.16
O -0.675 -1.810 2.871 -0.10 0.50 0.04
H -1.867 -4.057 4.850 -0.01 0.00 0.00
H -2.386 -2.383 5.100 0.01 0.01 0.01
H -0.668 -2.782 5.182 0.01 0.00 0.00
H -2.826 -4.098 2.669 0.00 0.02 0.05
H -2.088 -3.098 1.322 0.01 0.07 -0.11
```
Positions in Å, forces in eV/Å.

Which value of maximum force does entry 4 give? 4.105 eV Å⁻¹